No. 1
Below is the molecule Br2HOPS in a non-equilibrium geometry, with properties calculated with ωB97M-V with the def2-TZVPD basis set.

Each line ends with the Löwdin charge.
Positions of all 6 atoms, in Å:
Br 0.08 -3.74 2.62  0.064
P 1.88 -0.92 -0.23  0.283
S 1.32 -2.79 0.89  -0.147
Br 2.46 0.54 1.38  0.213
H -0.07 -0.52 -1.42  0.083
O 0.47 -0.04 -0.71  -0.496

Computed properties:
E_LUMO	-0.0856	Ha
SMILES	OP(Br)SBr
ΔE to the lowest compared entry with this formula, charge and spin	2.022	eV
HOMO-LUMO gap	7.19	eV



No. 2
Below is a cluster of 2 separate species, C41H42F6N3O2 in total in a non-equilibrium geometry, with properties calculated with ωB97M-V with the def2-TZVPD basis set.

Each line ends with the Löwdin charge.
Positions of all 94 atoms, in Å:
H 1.17 -0.75 1.81  0.099
C 0.87 1.48 -1.70  -0.222
H 1.13 2.83 -6.41  0.122
F 5.99 4.32 4.82  0.146
H 0.21 4.26 -7.03  0.152
H -5.88 -5.07 0.92  0.111
C -5.03 -5.13 -1.02  -0.211
H 0.18 6.68 -4.08  0.125
H 2.43 2.96 -0.10  0.127
H -0.06 3.09 -0.55  0.127
C 1.96 0.77 3.06  0.037
C 0.27 2.76 -1.54  -0.012
C -0.82 5.00 -4.95  -0.249
H -5.92 -5.64 -1.42  0.112
H 1.58 1.71 -5.05  0.108
F 1.91 6.02 -6.46  0.115
F 2.99 4.47 -5.29  0.113
C 0.26 -5.01 0.65  -0.453
C 0.90 3.89 -6.28  -0.016
C 1.57 -3.06 0.58  -0.058
C -4.15 -3.73 0.93  -0.201
C 2.19 4.67 -6.40  -0.523
H -2.60 -8.17 1.05  0.130
H 1.72 0.14 -3.17  0.128
C -1.96 -7.86 0.20  -0.159
F 5.21 2.56 5.89  0.117
C 0.81 3.07 5.74  -0.010
C 2.77 2.79 1.98  0.017
H 0.86 -7.62 -1.12  0.115
C -0.36 -6.10 -0.21  -0.193
H -4.32 -3.91 2.02  0.115
C 1.27 1.12 -3.02  0.005
H -4.13 -2.64 0.79  0.096
C 0.58 3.28 -3.90  -0.171
H 3.25 3.78 2.01  0.116
C 0.42 -7.44 -0.14  -0.096
H 1.68 0.16 8.15  0.113
H -2.02 3.53 -5.96  0.125
C -2.01 4.55 -5.56  -0.015
F 2.92 4.34 -7.50  0.137
C -0.04 2.78 6.80  -0.064
C 5.09 3.31 4.75  -0.532
C -1.88 7.15 -4.58  -0.066
O 0.06 -4.88 1.84  0.112
O 1.07 -4.23 -0.09  -0.033
H 0.75 -2.37 0.75  0.066
H -6.13 -3.56 0.04  0.104
H 0.91 -0.46 -0.73  0.122
H 3.35 4.26 5.51  0.158
C 1.42 0.97 7.47  -0.058
C 0.11 3.62 -2.61  0.018
C 2.56 2.05 3.15  -0.165
H -0.34 -5.73 -1.25  0.157
H 3.14 0.63 6.18  0.127
H -0.94 3.38 6.95  0.112
C 1.93 2.26 5.50  -0.253
H 3.60 4.42 3.72  0.126
F 5.45 2.50 3.69  0.118
C 3.66 3.76 4.59  -0.005
H -4.46 -6.92 0.00  0.124
C 1.21 2.02 -4.08  0.016
H -3.67 -6.71 -1.57  0.119
H -0.42 4.56 -2.49  0.121
N -1.71 -6.43 0.19  -0.067
H 1.79 0.23 3.99  0.123
H 2.30 -2.66 -0.12  0.098
H -4.65 -4.45 -1.79  0.116
C 2.25 1.22 6.39  -0.019
C -2.82 -4.27 0.50  -0.033
C -2.76 -5.56 0.02  -0.216
C 1.10 0.60 -0.59  0.114
H -0.37 -8.96 1.20  0.113
C -0.59 -8.53 0.22  -0.141
C -3.15 5.35 -5.59  -0.065
H 2.04 -3.31 1.54  0.103
H -1.81 8.19 -4.25  0.110
H 0.60 3.88 5.03  0.125
C -5.39 -4.35 0.24  -0.197
H -0.36 1.54 8.55  0.112
N 0.33 4.15 -4.94  -0.020
C -3.99 -6.17 -0.67  -0.152
H -4.08 4.96 -6.00  0.111
C -3.09 6.67 -5.10  -0.067
C 1.65 1.05 0.65  -0.184
C -0.76 6.33 -4.50  -0.019
C 1.57 0.26 1.84  0.026
H -2.47 -8.19 -0.72  0.108
H -1.93 -3.69 0.79  0.090
H -3.98 7.30 -5.11  0.111
C 2.29 2.33 0.77  0.021
N 2.81 2.56 4.41  -0.011
H -0.57 -9.34 -0.51  0.110
H 1.24 -7.38 0.59  0.120
C 0.28 1.75 7.69  -0.062

Computed properties:
E_LUMO	-0.1786	Ha
charge	+1
ΔE to the lowest compared entry with this formula, charge and spin	1.217	eV
HOMO-LUMO gap	3.95	eV



No. 3
Below is the molecule C4H6N2O, with properties calculated with ωB97M-V with the def2-TZVPD basis set.

Each line ends with the Löwdin charge.
Positions of all 13 atoms, in Å:
H 0.82 -0.44 0.92  0.182
C 0.61 -0.93 -1.57  -0.173
O -0.47 1.21 0.80  -0.114
H -2.33 0.30 0.56  0.081
C 0.28 0.27 0.16  -0.496
H 0.54 -1.60 -2.43  0.124
N 1.83 -0.38 -1.16  -0.003
C 1.72 0.47 -0.11  0.042
H -2.18 1.58 1.81  0.090
C -1.69 0.72 1.34  -0.086
N -0.36 -0.56 -0.84  0.134
H 2.72 -0.60 -1.59  0.127
H -1.50 -0.05 2.10  0.092

Computed properties:
E_LUMO	0.0286	Ha
ΔE to the lowest compared entry with this formula, charge and spin	3.712	eV
HOMO-LUMO gap	9.98	eV



No. 4
Below is a cluster of 2 separate species, C10H14O3S in total in a non-equilibrium geometry, with properties calculated with ωB97M-V with the def2-TZVPD basis set.

Each line ends with the Löwdin spin population.
Positions of all 28 atoms, in Å:
H 3.62 0.76 -2.12  -0.002
O -1.03 -0.06 1.73  0.243
C -2.30 -0.62 -0.22  0.098
C -1.34 0.29 0.51  0.512
H -1.74 -0.87 1.81  -0.001
H -3.47 0.96 -1.13  0.001
H -4.28 -0.58 -1.11  0.004
C 2.83 0.24 1.17  -0.001
C -3.68 0.08 -0.52  0.036
H -4.28 0.17 0.45  0.002
H 1.94 -0.93 -2.41  0.000
H 0.01 0.91 -1.01  0.022
H 4.17 1.53 0.32  0.007
H -1.90 -1.14 -1.11  0.036
H 1.38 -1.08 1.94  0.002
C -0.59 1.43 -0.22  0.065
C 3.46 0.83 0.12  0.094
H 3.11 0.58 2.22  -0.001
C 3.09 0.37 -1.20  -0.015
O 0.24 2.16 0.61  -0.002
O -2.61 -1.61 0.74  0.002
H 1.01 1.56 0.76  0.000
S 0.33 -2.30 -0.52  0.669
C 1.53 -1.09 -0.25  0.068
H -1.39 2.19 -0.71  0.022
C 1.88 -0.76 1.03  0.083
H -2.14 -2.40 0.47  0.002
C 2.15 -0.61 -1.35  0.055

Computed properties:
2S+1	3
E_LUMO (spin up / spin down)	0.0217 / -0.0880	Ha
ΔE to the lowest compared entry with this formula, charge and spin	0.000	eV
HOMO-LUMO gap (spin up / spin down)	6.25 / 6.82	eV



No. 5
Below is a cluster of 2 separate species, C6H12O in total, with properties calculated with ωB97M-V with the def2-TZVPD basis set.

Each line ends with the Löwdin charge.
Positions of all 19 atoms, in Å:
H -2.09 0.76 1.21  0.117
C 1.60 -0.15 1.28  -0.168
C -0.41 1.57 0.10  0.115
C -2.33 0.62 -1.01  -0.031
H 0.85 -0.95 1.38  0.066
O -0.71 -1.16 -1.27  -0.006
H -3.39 0.81 -0.88  0.114
C -1.73 -0.62 -0.50  -0.351
H 0.13 1.21 -0.81  0.018
H 3.17 -1.21 0.19  0.065
H 3.12 0.53 -0.11  0.071
H 2.18 -0.12 2.21  0.072
C -1.49 0.67 0.31  -0.341
H -0.10 -1.61 -0.67  0.088
H 1.06 0.81 1.23  0.013
C 2.50 -0.35 0.06  -0.160
H 1.91 -0.52 -0.85  0.050
H -2.39 -1.34 0.00  0.150
H -1.88 1.06 -1.89  0.118

Computed properties:
E_LUMO	0.0129	Ha
ΔE to the lowest compared entry with this formula, charge and spin	5.038	eV
HOMO-LUMO gap	8.66	eV



No. 6
Below is a cluster of 3 separate species, C5H12O2 in total in a non-equilibrium geometry, with properties calculated with ωB97M-V with the def2-TZVPD basis set.

Each line ends with the Löwdin charge.
Positions of all 19 atoms, in Å:
C -0.62 1.35 -0.28  -0.371
H -2.05 0.79 1.10  0.061
H -0.82 3.14 -1.34  0.079
H -1.79 0.77 -2.52  0.063
C -0.64 0.01 -0.97  -0.137
C -1.58 -0.10 -1.92  0.014
H -0.09 -1.86 1.63  0.047
O 0.66 -2.14 1.09  -0.049
H -1.07 2.38 1.49  0.059
C -1.27 1.51 0.89  0.027
H 3.17 -2.28 1.91  0.024
H 0.27 -2.81 0.54  0.037
H 0.52 2.28 -1.89  0.072
H -1.79 -1.11 -2.28  0.054
H 3.31 -3.73 1.88  0.026
H 0.65 3.20 -0.34  0.076
C 0.02 2.55 -0.95  -0.069
O 3.37 -3.01 2.52  -0.072
H -0.26 -0.92 -0.56  0.061

Computed properties:
E_LUMO	0.0224	Ha
SMILES	C=CC(=C)C.O.O
ΔE to the lowest compared entry with this formula, charge and spin	2.912	eV
HOMO-LUMO gap	9.60	eV



No. 7
Below is the molecule C4H8N2O in a non-equilibrium geometry, with properties calculated with ωB97M-V with the def2-TZVPD basis set.

Each line ends with the Löwdin charge.
Positions of all 15 atoms, in Å:
H -0.28 0.56 1.38  0.122
H 1.99 -0.64 -1.54  0.106
H -2.40 1.02 -0.63  0.083
C 1.83 -0.11 -0.59  -0.179
H -0.40 0.03 -1.49  0.135
H 1.82 -1.37 0.83  0.129
H 2.01 0.96 -0.59  0.103
C -1.98 1.08 0.38  -0.117
C -0.17 -1.51 -0.12  -0.197
N 0.30 -2.51 0.26  0.155
N -0.55 0.82 0.44  -0.101
H -2.15 2.10 0.72  0.074
O 2.56 -0.69 0.43  -0.107
H -2.58 0.40 1.00  0.080
C -0.01 -0.13 -0.48  -0.285

Computed properties:
E_LUMO	0.0274	Ha
SMILES	CN[C@H](C#N)CO
ΔE to the lowest compared entry with this formula, charge and spin	3.347	eV
HOMO-LUMO gap	10.26	eV



No. 8
Below is a cluster of 4 separate species, CH12NO3 in total in a non-equilibrium geometry, with properties calculated with ωB97M-V with the def2-TZVPD basis set.

Each line ends with the Löwdin charge.
Positions of all 17 atoms, in Å:
O -0.77 -2.34 -1.45  -0.049
H 0.38 -0.42 0.54  0.122
H -1.56 -0.07 1.77  0.091
H -1.45 -2.95 -1.12  0.064
O 2.36 -0.93 1.29  0.012
H 1.56 2.81 -0.49  0.036
H -0.69 -2.38 -2.41  0.059
O 0.72 2.50 -0.65  -0.002
H 0.10 1.23 -0.05  0.096
H 2.64 -0.68 2.07  -0.041
H -2.45 -0.11 0.35  0.092
H 3.16 -1.03 0.73  0.094
H 0.47 2.69 -1.62  0.152
H -2.12 1.31 1.06  0.107
N -0.28 0.20 0.03  0.121
H -0.50 -0.24 -0.85  0.108
C -1.57 0.39 0.78  -0.061

Computed properties:
E_LUMO	-0.1124	Ha
charge	+1
ΔE to the lowest compared entry with this formula, charge and spin	1.657	eV
HOMO-LUMO gap	12.48	eV



No. 9
Below is the molecule C4H9F2N in a non-equilibrium geometry, with properties calculated with ωB97M-V with the def2-TZVPD basis set.

Each line ends with the Löwdin spin population.
Positions of all 16 atoms, in Å:
F -1.65 -0.92 0.73  0.004
H 2.02 -1.76 -0.08  0.047
H 0.45 -2.35 0.48  0.016
N 1.26 0.85 -0.45  0.966
H -0.78 2.15 -0.04  0.027
C -0.95 0.03 0.04  0.026
F -1.29 -0.20 -1.27  0.036
C -1.42 1.41 0.44  0.042
H 0.70 -0.10 1.43  0.052
H -2.45 1.55 0.14  0.001
H 1.04 0.79 -1.44  0.165
C 0.55 -0.21 0.24  0.204
C 0.94 -1.63 -0.17  0.155
H -1.34 1.51 1.52  0.004
H 0.64 -1.82 -1.20  0.015
H 2.26 0.72 -0.36  0.241

Computed properties:
2S+1	3
E_LUMO (spin up / spin down)	0.0358 / -0.1593	Ha
ΔE to the lowest compared entry with this formula, charge and spin	0.000	eV
HOMO-LUMO gap (spin up / spin down)	4.43 / 8.28	eV



No. 10
Below is a cluster of 2 separate species, C27H30N3O in total in a non-equilibrium geometry, with properties calculated with ωB97M-V with the def2-TZVPD basis set.

Each line ends with the Löwdin charge.
Positions of all 61 atoms, in Å:
C -0.16 -1.91 0.71  -0.004
H 1.60 -3.03 1.25  0.117
C 2.31 3.54 2.57  -0.062
H 1.38 4.08 -0.93  0.159
H 2.42 2.45 2.56  0.106
H -0.75 -0.07 -2.31  0.099
C -2.12 -4.84 -0.05  -0.100
H -1.13 0.27 -0.60  0.078
C -1.13 -6.90 -0.77  -0.034
C 3.09 3.48 0.19  -0.102
C 1.86 4.22 3.70  -0.086
C 2.38 2.54 -2.06  -0.378
H -1.49 2.77 -1.09  0.090
C 0.29 -4.95 -0.27  0.011
H 1.27 -4.50 -0.22  0.090
C 1.91 3.12 -0.71  -0.250
C -0.79 2.63 -1.92  -0.007
C 2.49 5.64 1.37  -0.039
H 1.61 3.65 4.60  0.102
H -2.59 -0.66 1.37  0.110
C -3.11 -3.89 0.35  -0.104
H -5.12 -0.85 1.64  0.115
C 2.64 4.24 1.41  -0.241
H -3.30 -6.55 -0.55  0.126
H 1.38 6.15 4.55  0.102
H 2.74 6.16 0.44  0.119
H -0.36 3.61 -2.18  0.091
H 3.64 2.57 0.47  0.131
C 2.05 6.33 2.50  -0.075
H 3.73 4.12 -0.42  0.128
H 0.43 1.16 -4.21  0.094
C -3.13 -1.58 1.14  0.007
O 3.44 2.76 -2.63  0.084
H -6.29 -2.97 1.09  0.118
C -2.45 -2.69 0.69  -0.135
H 1.95 7.41 2.46  0.107
C -4.49 -4.00 0.45  0.016
H -1.35 2.25 -2.78  0.086
H -0.50 -1.12 1.38  0.155
H 1.44 -0.14 -3.56  0.088
C -5.21 -2.90 0.95  -0.033
C 1.27 -2.21 0.60  -0.040
H -4.95 -4.94 0.14  0.125
C 0.30 1.63 -1.49  -0.544
C -0.33 0.26 -1.35  -0.014
C -0.85 -4.22 0.05  -0.092
H 2.23 1.28 -4.31  0.100
H 0.41 -0.49 -1.03  0.057
H 1.79 -1.30 0.92  0.101
C 0.14 -6.29 -0.69  -0.037
C 1.39 0.95 -3.70  -0.014
C -2.28 -6.16 -0.47  0.020
H 1.02 -6.88 -0.96  0.120
H -1.22 -7.94 -1.06  0.119
H 0.35 2.41 0.45  0.127
N 0.99 2.09 -0.27  0.071
N -1.06 -2.88 0.50  0.081
C -4.53 -1.70 1.28  -0.037
C 1.73 5.61 3.66  -0.090
N 1.42 1.63 -2.43  -0.042
H 1.59 -2.45 -0.42  0.107

Computed properties:
E_LUMO	-0.1885	Ha
charge	+1
ΔE to the lowest compared entry with this formula, charge and spin	0.000	eV
HOMO-LUMO gap	5.72	eV



No. 11
Below is the molecule H3NO6Si in a non-equilibrium geometry, with properties calculated with ωB97M-V with the def2-TZVPD basis set.

Each line ends with the Löwdin charge.
Positions of all 11 atoms, in Å:
O -0.96 1.52 -0.66  -0.057
O 2.79 -0.85 -1.00  0.168
O 1.13 -0.04 0.26  -0.009
H -1.34 1.00 -1.42  0.091
O 0.79 -0.85 -1.73  0.091
O -0.45 0.90 1.88  -0.067
O -1.21 -1.07 0.15  -0.043
H 0.21 0.71 2.63  0.139
Si -0.46 0.35 0.37  0.031
H -2.13 -1.04 0.43  0.076
N 1.64 -0.64 -0.91  -0.419

Computed properties:
E_LUMO	0.0061	Ha
SMILES	O=[N+]([O-])O[Si](O)(O)O
ΔE to the lowest compared entry with this formula, charge and spin	0.371	eV
HOMO-LUMO gap	11.83	eV



No. 12
Below is a cluster of 3 separate species, C2H10N3S in total in a non-equilibrium geometry, with properties calculated with ωB97M-V with the def2-TZVPD basis set.

Each line ends with the Löwdin charge.
Positions of all 16 atoms, in Å:
N -2.09 -0.65 0.65  0.180
S 2.75 0.62 0.24  0.752
N 0.01 -1.65 -0.67  0.165
H -1.39 0.21 0.51  0.041
H 0.58 1.16 0.52  -0.081
C 2.41 -0.75 -0.97  -0.465
H -0.28 1.36 1.92  0.111
N -0.35 1.25 0.89  0.057
H 2.68 -0.28 -1.85  0.034
H -2.74 -0.72 -0.13  0.131
H -1.42 -1.46 0.45  0.081
H -0.61 2.15 0.60  0.055
H 3.25 -1.51 -0.70  0.130
H 4.06 0.83 0.15  -0.113
C 1.08 -1.33 -1.00  -0.186
H -2.49 -0.55 1.55  0.110

Computed properties:
E_LUMO	-0.1156	Ha
charge	+1
ΔE to the lowest compared entry with this formula, charge and spin	1.693	eV
HOMO-LUMO gap	10.21	eV



No. 13
Below is the molecule C23H27N3O5S in a non-equilibrium geometry, with properties calculated with ωB97M-V with the def2-TZVPD basis set.

Each line ends with the Löwdin charge.
Positions of all 59 atoms, in Å:
H -6.96 2.40 -0.20  0.133
C -2.13 -0.94 -0.91  -0.150
C -0.90 -1.60 -1.21  0.056
H -4.61 3.15 0.26  0.139
H -3.44 -3.37 0.91  0.166
C -3.07 -1.63 -0.12  -0.187
H 3.02 4.64 1.61  0.078
H -5.14 3.77 -1.33  0.133
H 1.82 1.24 -0.12  0.103
C -0.44 -1.93 2.49  -0.021
C 2.67 1.87 -0.39  -0.218
C -6.11 1.93 -0.70  -0.144
O 3.34 2.09 0.84  -0.164
H 0.69 -4.51 -0.55  0.129
C -1.58 -3.55 0.11  -0.443
C 0.72 -3.49 -0.94  -0.133
N 3.31 -1.02 -0.23  0.012
H -1.71 0.90 -1.94  0.134
H -6.40 1.64 -1.72  0.140
H 4.95 0.21 -0.10  0.121
C 0.66 -1.77 1.70  -0.258
H 5.02 2.97 0.00  0.113
H 2.66 -2.56 1.61  0.136
H 2.88 0.84 -2.26  0.082
H 1.35 -3.75 1.49  0.143
S 2.69 -1.97 -2.60  0.693
H 4.55 5.24 0.95  0.074
C 4.22 -0.10 -0.86  -0.228
C -4.91 2.87 -0.76  -0.150
C -4.57 0.25 -0.25  -0.193
C 3.53 1.14 -1.44  -0.163
H 2.97 -0.72 0.67  0.116
H 0.98 -3.51 -2.01  0.061
H -0.76 -2.84 2.95  0.119
H -0.17 -1.09 -1.82  0.120
H -0.37 1.23 1.62  0.126
H 4.87 2.95 1.77  0.121
H 2.29 2.80 -0.81  0.117
O -3.84 2.24 -1.43  -0.028
C -1.06 -0.66 2.58  -0.047
H 3.26 4.73 -0.14  0.064
C -3.61 0.96 -1.01  -0.196
O 0.75 -0.48 1.30  0.015
C 2.56 -1.89 -0.95  -0.785
O -1.39 -4.65 0.61  0.048
C 4.32 3.11 0.84  -0.273
C -0.29 0.18 1.84  -0.108
C 1.67 -2.75 1.18  -0.055
N 1.76 -2.75 -0.26  -0.101
H -5.02 -1.54 0.79  0.129
H -1.94 -0.41 3.13  0.105
C 3.75 4.52 0.81  -0.072
O -5.79 0.78 0.06  -0.019
H 4.74 -0.62 -1.66  0.087
H 4.29 1.81 -1.84  0.108
N -2.76 -2.89 0.33  0.178
C -0.62 -2.84 -0.73  -0.104
C -2.42 0.35 -1.34  0.068
C -4.28 -1.03 0.20  0.073

Computed properties:
E_LUMO	0.0104	Ha
SMILES	CCOCCCNC(=S)N(Cc1ccco1)Cc1cc2cc3c(cc2[nH]c1=O)OCCO3
ΔE to the lowest compared entry with this formula, charge and spin	3.072	eV
HOMO-LUMO gap	8.03	eV